Entry 1:
The following is a quantum chemistry calculation of a molecular structure, C30H64NO18P, from OMol25.

Last column: Mulliken charge in e.
Cartesian coordinates (Å):
N 0.25375 -0.61831 0.46677  1.85
H -0.68071 -0.84709 0.44185  -0.62
H 0.58419 -0.61491 1.39558  -0.01
H 0.23808 0.31757 0.14701  -0.35
H 0.83828 -1.16542 -0.06283  0.05
P -1.77493 1.02983 2.20049  0.60
O -0.79600 0.12514 2.80303  -0.71
O -0.70602 2.00630 1.41164  -0.52
O -2.63637 1.78533 3.16505  -0.91
O -2.56764 0.25910 1.16500  -0.76
O -0.75069 -2.59444 -1.61156  -0.27
C -1.86490 -3.10953 -1.88904  0.59
O -2.20695 -3.92177 -2.94976  -0.36
C -1.14128 -4.20481 -3.91502  0.49
C -1.83492 -4.53280 -5.16926  -1.35
C -3.00918 -2.95512 -1.00616  -1.09
H -0.35302 -4.91927 -3.43616  0.23
H -0.28940 -3.42665 -4.09118  -0.23
H -2.80297 -5.21133 -5.07142  0.25
H -1.07784 -4.81698 -5.80425  0.48
H -2.04558 -3.47649 -5.60582  0.26
H -2.94394 -2.07464 -0.33950  0.08
H -3.07880 -3.82945 -0.32300  0.25
H -3.91018 -3.16060 -1.43822  0.61
O 1.98335 2.56684 4.49371  -0.63
C 1.01588 3.12023 3.95676  -0.07
O 0.80502 4.41305 3.64654  -0.17
C 1.81931 5.28265 4.08443  0.10
C 1.51592 6.65581 3.78639  -1.20
C -0.08503 2.25156 3.44083  -0.77
H 2.79131 5.04293 3.70812  0.28
H 1.70488 5.33884 5.23914  0.16
H 2.56088 7.21125 3.88242  0.28
H 0.73445 7.11178 4.52220  0.26
H 1.04301 6.79406 2.83974  0.35
H 0.36504 1.31608 3.49078  -0.10
H -0.49788 2.44627 2.38084  0.52
H -1.03801 2.29167 4.13608  0.23
O 3.45818 1.55218 -2.56484  -0.54
C 2.72584 2.39976 -2.13393  0.28
O 3.19691 3.68609 -1.66569  -0.30
C 4.63775 3.77637 -1.46240  -0.12
C 4.87768 5.12426 -0.82784  -1.29
C 1.26550 2.22372 -2.02183  0.00
H 5.12794 3.40335 -2.57112  0.22
H 4.73319 2.90695 -0.81704  0.29
H 5.86708 5.40409 -0.37763  0.31
H 4.29231 5.21323 0.12758  0.21
H 4.54397 5.67047 -1.45022  0.50
H 1.00189 2.76871 -1.11923  0.35
H 0.88476 1.15688 -2.14667  -0.62
H 0.59509 2.55632 -2.76966  0.63
O -1.75265 -5.26767 2.24381  -0.68
C -2.36710 -4.26650 2.59208  0.33
O -3.61542 -4.24893 3.05195  -0.27
C -4.49388 -3.03319 3.18295  -0.03
C -5.78392 -3.49170 3.64068  -1.04
C -1.63922 -3.00806 2.50955  0.31
H -4.66807 -2.27673 2.13376  0.18
H -4.28460 -2.20523 3.92560  0.26
H -5.74992 -3.94126 4.70565  0.27
H -6.18024 -4.03251 2.63599  0.26
H -6.24153 -2.41280 3.80335  0.31
H -1.57584 -2.42288 3.50276  0.29
H -2.33153 -2.12679 2.09365  -0.35
H -0.69017 -3.14553 2.04198  0.00
O 3.04270 -2.67125 0.43566  -0.57
C 2.32455 -3.81192 0.44887  0.85
O 1.86456 -4.36713 1.50427  -0.26
C 2.16296 -3.93299 2.82400  0.18
C 1.49828 -4.79725 3.80596  -1.30
C 1.91771 -4.38039 -0.86163  -1.14
H 1.87628 -2.90741 3.03145  0.02
H 3.22461 -4.20484 2.98701  0.46
H 1.86059 -5.77469 3.70559  0.44
H 0.38322 -5.06543 3.69270  0.17
H 1.69118 -4.76063 4.97095  0.30
H 0.91089 -4.53980 -0.95423  0.16
H 2.56182 -5.35489 -0.80468  0.37
H 2.30461 -3.88284 -1.63558  0.37
O -1.86161 1.73739 -4.35117  -0.72
C -2.50618 1.71141 -3.21716  0.32
O -3.51968 2.50431 -3.13907  -0.23
C -3.91477 3.41534 -4.17403  -0.34
C -5.04936 4.30706 -3.68574  -1.53
C -1.95622 1.12393 -1.99936  0.66
H -4.14434 2.92526 -4.93075  0.47
H -3.04405 4.07265 -4.32575  0.31
H -4.91135 4.78161 -2.65172  0.25
H -5.61969 3.46657 -3.76551  0.34
H -5.36779 4.96452 -4.18957  0.64
H -2.87783 0.89404 -1.46339  0.39
H -1.34136 1.71465 -1.46904  -0.15
H -1.24045 0.13260 -2.01634  -0.42
C 0.29875 -0.82334 -4.77143  -0.17
C 1.66096 -0.83592 -4.18539  0.66
O 1.80232 -1.17938 -2.88422  -0.38
C 2.97894 -0.62376 -4.94232  -1.22
H 0.25738 -1.68082 -5.59890  0.31
H 0.21595 0.27591 -4.97156  0.35
H -0.35106 -1.10496 -3.82567  -0.33
H 3.80708 -1.19341 -4.57547  0.31
H 3.16845 0.57025 -4.85596  0.14
H 2.80761 -0.97146 -6.00466  0.38
C 2.77331 0.72892 3.38572  -1.69
C 2.93487 1.26773 1.93281  0.89
O 3.40734 0.54014 0.95560  -0.62
C 2.57366 2.73986 1.72265  0.91
H 3.21162 -0.21279 3.42509  0.60
H 1.67685 0.58201 3.90354  0.29
H 3.25749 1.37502 4.05739  0.64
H 1.43010 2.77303 1.36066  -0.21
H 3.15283 3.35102 1.02893  -0.37
H 2.67115 3.27280 2.71704  -0.09

Force components x, y, z for each atom (eV/Å):
1.268 0.888 0.005
-3.317 -1.020 0.434
-0.184 0.516 2.148
0.221 2.008 -0.009
1.628 -1.748 -2.061
-1.935 0.706 -2.202
1.893 -5.465 1.923
-2.805 -1.129 -6.726
-1.390 0.454 0.165
-1.081 -1.267 -2.184
-3.048 -2.103 -2.001
2.588 0.931 0.891
2.508 1.387 0.176
2.953 -0.075 2.437
-2.767 1.838 0.021
0.876 -0.257 3.001
-2.077 0.000 -0.728
-2.327 -0.146 0.441
2.340 1.419 -0.364
1.319 -1.678 -1.903
-0.651 -1.798 0.597
-0.169 -0.123 -0.569
0.960 0.225 0.057
-2.551 0.499 -1.806
0.175 4.442 1.499
-4.069 -4.105 -0.076
1.445 1.384 0.082
-1.271 -0.900 3.411
0.056 4.049 0.919
2.839 4.620 8.797
0.629 -0.668 0.137
1.346 -1.040 -1.398
-2.385 -0.509 -0.310
1.519 -0.655 -1.052
0.165 0.225 -1.108
-0.026 -0.841 0.275
1.122 1.959 0.437
2.009 0.139 -1.318
0.478 0.659 0.095
1.114 1.006 -0.429
-1.130 -1.475 -1.005
-0.171 -3.284 -2.053
4.057 -6.967 9.113
-0.980 -0.973 0.883
-0.797 1.695 3.116
1.214 0.070 0.273
-0.348 -0.606 -1.379
-0.139 -0.370 -1.085
-3.957 8.355 -7.778
-0.673 -0.567 0.397
1.386 0.863 1.224
0.022 1.602 -1.386
-1.824 -0.547 0.569
2.156 0.545 -0.551
-1.585 0.626 0.114
1.856 3.230 -1.863
-2.509 0.717 -0.807
-2.508 4.248 1.365
1.059 -2.775 2.632
1.695 -1.253 -0.664
-0.268 -0.025 -2.156
-0.220 0.553 3.195
-0.160 -2.370 -0.518
0.404 -1.179 -1.074
1.688 -1.533 -0.097
0.426 0.239 -0.311
-3.313 -5.986 0.736
3.548 8.374 -1.640
-1.338 -1.578 0.789
1.484 0.476 0.931
-3.161 -2.537 3.001
2.882 -3.913 3.462
0.516 0.396 -0.666
-0.150 1.280 -0.270
0.938 -1.805 -0.686
1.350 1.364 -0.051
-0.193 1.297 -2.359
-2.466 -0.722 -0.066
-1.596 0.913 -0.522
1.330 2.455 -2.681
-1.945 -0.867 3.343
5.472 1.344 -6.565
-2.788 0.484 2.224
5.102 6.241 6.556
5.572 -8.023 8.619
-1.816 -5.229 -0.762
-1.977 -4.246 -7.098
0.141 -0.653 -0.559
-0.066 -1.421 -1.231
-3.808 -1.397 1.291
-3.822 8.885 -7.931
0.603 -0.215 1.199
1.519 2.944 2.132
-2.221 2.131 -0.898
-0.131 -1.046 1.396
2.822 -3.406 7.342
-0.925 1.968 -6.700
-1.865 2.458 -1.292
-0.231 2.443 1.299
-1.020 -1.026 -0.876
0.903 0.608 -2.270
0.238 -0.019 0.796
-0.122 -2.882 -0.450
0.252 0.863 0.778
-2.357 -1.295 -1.093
1.235 -1.841 -2.610
-2.022 2.938 4.078
-1.705 0.407 0.424
1.068 -1.997 -0.350
2.748 0.451 -2.065
0.897 0.504 0.465
2.226 -0.135 1.016
0.254 -0.759 -0.486
-0.152 -0.872 -1.555

spin multiplicity	1
energy above the lowest of the compared OMol25 structures with the same formula, charge and spin	106.53	kcal per mole
total charge	-2
highest occupied orbital energy	0.77	eV



Entry 2:
The following is a quantum chemistry calculation of a molecular structure, C30H67BMnN3O9, from OMol25.

Last column: Mulliken charge in e.
Cartesian coordinates (Å):
Mn 2.01642 -2.38522 0.29458  0.88
B 0.41722 -0.98605 0.53069  2.77
H -0.45728 -0.36140 0.62718  -1.11
H 1.26457 -0.43680 0.15046  -1.31
H 0.69186 -1.51924 1.42764  -0.16
H 0.26138 -1.83198 -0.12072  0.15
C 4.06139 5.17800 -4.16805  -1.44
C 3.82936 3.79271 -3.72564  -0.24
C 2.34980 3.44674 -3.58217  -0.73
N 1.90151 2.05809 -3.01137  0.46
C 2.50170 1.96931 -1.60200  -0.24
C 1.88741 3.02112 -0.68719  -0.38
C 0.35469 2.90048 -0.73000  0.33
C -0.28195 3.03450 -2.10931  -1.39
C 0.34568 1.92156 -3.01972  -0.08
C 2.31303 0.98727 -3.95469  -0.94
H 3.59890 5.21235 -5.15447  0.36
H 5.10226 5.49350 -4.23982  0.39
H 3.63870 5.93049 -3.50232  0.34
H 4.36606 3.69829 -2.78164  0.22
H 4.22865 3.05462 -4.42126  0.31
H 2.04081 3.41809 -4.62707  0.43
H 1.84497 4.20176 -2.97952  0.39
H 3.58975 2.03036 -1.57932  0.36
H 2.35377 0.94881 -1.24874  -0.23
H 2.22148 4.05285 -0.79688  0.37
H 2.00518 2.78713 0.37086  0.00
H -0.10984 3.52671 0.03168  0.64
H 0.10298 1.90393 -0.36720  -0.51
H -0.03741 3.95835 -2.63353  0.44
H -1.33977 2.79015 -2.20635  0.64
H 0.00994 2.03451 -4.05056  0.57
H 0.05953 0.92133 -2.69453  -0.22
H 1.97124 0.05452 -3.50606  0.11
H 3.38788 0.97392 -4.13528  0.41
H 1.89301 1.15344 -4.94669  0.44
C -1.97005 -0.44777 3.32767  -1.40
C -0.88768 0.62003 3.52998  0.31
C 0.34092 0.19381 4.29764  -0.41
N 1.44888 1.28407 4.43167  0.17
C 1.04613 2.43219 5.35278  -0.85
C 0.81674 2.05435 6.83897  -0.54
C 2.11819 1.48183 7.38099  -0.81
C 2.52255 0.26568 6.50047  -0.67
C 2.68420 0.53942 5.02044  -0.36
C 1.94441 1.92525 3.08882  -1.39
H -2.83316 -0.17673 2.71966  0.29
H -2.34086 -0.74614 4.30827  0.43
H -1.56471 -1.30536 2.79070  0.18
H -1.33498 1.57168 3.81700  0.48
H -0.76313 0.83250 2.46817  -0.53
H 0.79004 -0.59939 3.69996  0.19
H 0.07954 -0.09524 5.31559  0.60
H 0.14911 2.94527 5.00605  0.47
H 1.81574 3.20049 5.27858  0.48
H 0.05349 1.28457 6.95292  0.25
H 0.44699 2.95026 7.33770  0.42
H 1.93353 1.14467 8.40095  0.40
H 2.91965 2.21218 7.49208  0.32
H 2.03739 -0.68591 6.71768  0.31
H 3.56741 0.14451 6.78628  0.42
H 2.87027 -0.34206 4.40686  0.31
H 3.52732 1.21618 4.88174  0.48
H 2.80528 2.56541 3.28166  0.42
H 0.98512 2.31798 2.75174  0.51
H 2.27250 1.05446 2.52121  0.32
C -7.08625 -4.90197 -3.55290  -1.32
C -5.69153 -4.26329 -3.28502  -0.42
C -5.73050 -2.91702 -2.50000  -0.66
N -4.39464 -2.28630 -1.93775  0.50
C -3.46084 -1.70602 -3.05927  -1.40
C -2.39790 -0.75882 -2.54518  0.48
C -2.88207 0.31596 -1.52524  0.49
C -3.61127 -0.34965 -0.49347  -0.04
C -4.82730 -1.10759 -0.99807  -1.15
C -3.49110 -3.31009 -1.20390  -1.14
H -7.38436 -4.43847 -4.49333  0.33
H -7.97882 -4.95409 -2.92944  0.37
H -7.06807 -5.98584 -3.66690  0.37
H -5.10208 -4.04583 -4.17573  0.38
H -5.03060 -4.86748 -2.66355  0.34
H -6.16541 -3.20642 -1.54334  0.35
H -6.27958 -2.07438 -2.92020  0.39
H -4.11997 -1.16847 -3.74095  0.40
H -2.96924 -2.56969 -3.50705  0.51
H -1.78603 -0.37828 -3.36305  0.54
H -1.60667 -1.34529 -2.07816  -0.22
H -3.52388 1.00980 -2.06816  0.46
H -1.99702 0.87743 -1.22602  -0.90
H -3.90323 0.44190 0.19668  0.55
H -2.87543 -0.92165 0.07175  -0.22
H -5.43461 -0.36593 -1.51695  0.41
H -5.36806 -1.48912 -0.13198  0.47
H -2.61539 -2.91192 -0.69137  0.39
H -3.19196 -4.02052 -1.97455  0.48
H -4.10851 -3.85851 -0.49247  0.31
O 5.18361 0.06216 1.04842  -0.51
C 4.15371 -0.73822 0.86876  0.66
O 3.42577 -1.19892 1.76281  -0.72
O 3.80428 -1.20862 -0.21766  -0.70
H 5.54317 0.14638 0.16230  0.34
O 0.69728 -2.00878 -3.05788  -0.22
C 1.64435 -2.91787 -2.86189  0.40
O 1.92363 -3.32404 -1.70688  -0.81
O 2.20800 -3.44513 -3.85195  -0.77
H 0.77942 -2.00110 -4.01433  0.19
O 1.90665 -5.86958 2.11636  -0.47
C 2.01794 -4.69613 1.48213  0.81
O 0.97775 -3.98734 1.36739  -0.70
O 3.09418 -4.23595 1.13156  -0.68
H 2.85656 -5.79117 2.23086  0.33

Force components x, y, z for each atom (eV/Å):
1.784 -1.725 -0.491
-1.014 0.976 0.087
-3.385 2.292 0.379
3.175 2.554 -1.429
0.633 -1.119 4.115
-1.585 -2.757 -3.093
-0.457 1.186 -1.114
0.616 -2.124 1.938
-0.591 -0.243 -0.376
0.516 1.269 -0.624
0.012 -0.586 0.305
-1.576 -0.423 0.488
-0.910 -0.047 0.007
1.179 -1.441 -1.344
0.495 1.657 0.996
0.960 -0.487 0.207
0.088 0.910 -0.170
0.095 -0.586 -0.186
-0.461 -0.116 -0.033
-0.046 -0.511 0.182
0.452 0.186 -0.024
-0.878 0.293 0.153
-0.038 -0.097 -0.404
-0.017 0.293 -0.868
-0.592 -0.070 0.159
0.194 -0.101 -0.411
1.054 -0.308 -0.122
0.049 0.515 -0.243
0.144 -0.381 -0.026
-0.557 0.298 0.395
-0.165 0.569 0.554
0.299 0.107 -0.050
0.534 -0.091 0.260
0.209 -0.175 -0.295
0.048 -0.066 0.551
-0.458 0.093 0.266
0.130 -0.760 1.200
-1.389 1.071 -1.933
0.175 0.953 -1.091
0.999 0.023 0.308
-0.579 -0.072 0.537
0.748 0.012 -1.016
-0.970 -0.758 0.157
1.621 0.452 0.607
-0.927 1.088 0.083
-1.560 -2.187 1.447
0.156 0.748 0.118
-0.234 -0.427 -0.068
0.300 -0.141 0.296
-0.100 -0.060 0.946
1.491 0.099 -0.130
0.227 -0.258 0.391
0.247 -0.179 -0.162
-0.109 -0.477 -0.583
0.335 -0.261 0.077
-0.202 0.101 -0.161
0.170 -0.001 0.109
0.114 -0.241 0.019
0.027 0.108 -0.497
-0.381 0.305 0.073
0.110 -0.709 0.160
-0.162 0.000 -0.044
-0.069 0.120 -0.082
-0.550 0.280 0.097
0.680 0.647 -0.730
-0.072 0.060 -0.489
0.263 -0.129 -1.169
0.734 1.178 1.311
0.443 -0.552 1.666
1.039 0.801 -0.233
-0.910 0.217 0.409
0.932 -0.120 1.028
1.565 0.310 -4.201
-0.271 -0.210 2.497
1.245 -0.482 0.263
-1.425 -0.367 -0.395
-0.445 -0.402 -0.071
0.463 1.463 1.029
1.002 -0.049 -0.712
-0.498 -0.543 -0.518
-0.297 -0.504 -0.093
-0.573 0.359 -0.007
0.077 -0.214 -0.241
-0.128 -0.307 -0.195
-0.349 0.117 -0.299
-0.634 0.340 -0.474
-0.042 -0.221 0.549
-0.182 0.328 -0.072
-0.140 -0.132 0.495
-0.685 -0.260 0.352
-0.319 -0.544 0.193
-0.242 -0.540 -0.483
-0.162 -0.414 -0.372
-0.239 0.410 -0.349
0.211 0.118 0.171
-0.038 0.161 0.101
0.537 0.857 0.211
-3.168 -3.370 0.575
0.212 1.639 4.479
1.661 1.172 -4.902
0.449 0.116 -0.259
-1.375 1.830 -0.306
3.809 -4.756 0.693
-0.873 1.498 1.304
-1.181 1.645 -0.577
-0.480 0.302 -0.786
0.991 0.321 -0.169
-3.914 2.550 -0.198
-0.979 -0.366 -0.199
2.670 -0.313 -0.475
1.211 -2.216 1.050

spin multiplicity	6
energy above the lowest of the compared OMol25 structures with the same formula, charge and spin	13.02	kcal per mole
⟨S²⟩	8.753
total charge	+1
highest occupied orbital energy (spin up / spin down)	-8.44 / -9.13	eV



Number 1: largest force on an atom 0.253 hartree/bohr, energy -79765.4357 eV. Number 2: largest force on an atom 0.119 hartree/bohr, energy -87081.9827 eV.